One molecule with the formula C25H29BrN2O5 in a non-equilibrium geometry. Source: the OMol25 dataset; level of theory: wB97M-V/def2-TZVPD.

Each line ends with the Mulliken charge.
Element x y z (Å)
1 C -4.07 0.44 0.84  -0.984
2 C -2.60 0.75 1.42  0.315
3 O -2.51 1.98 2.19  -0.433
4 C -2.35 3.13 1.34  -0.642
5 C -0.84 3.31 0.75  -0.027
6 C -1.00 3.71 -0.82  -0.431
7 C 0.41 3.98 -1.56  -0.589
8 C 0.87 2.68 -2.44  -0.992
9 C 1.03 1.47 -1.41  0.150
10 C 2.19 1.54 -0.39  -0.414
11 C 2.47 0.44 0.72  0.339
12 N 3.61 0.68 1.56  -0.570
13 C 3.67 -0.38 2.52  0.738
14 C 4.91 -0.31 3.57  -0.727
15 O 6.09 -0.80 2.89  -0.198
16 O 6.35 -2.09 3.25  -0.338
17 C 2.70 -1.59 2.66  0.252
18 C 2.88 -2.70 3.82  -0.607
19 C 1.79 -2.41 4.98  0.366
20 O 0.56 -2.58 4.85  -0.469
21 Br 2.52 -1.75 6.73  -0.196
22 N 1.60 -1.78 1.77  -0.515
23 C 1.48 -0.75 0.78  0.125
24 C 0.31 -0.85 -0.27  -0.576
25 C 0.07 0.22 -1.35  1.100
26 C -1.10 0.16 -2.45  -0.823
27 O -2.22 -0.68 -2.06  -0.208
28 C -2.37 -1.81 -2.92  0.273
29 C -2.29 -3.22 -2.26  -0.176
30 C -2.41 -4.45 -3.20  -0.445
31 C -2.60 -4.30 -4.74  -0.374
32 C -2.71 -2.89 -5.40  -0.425
33 C -2.59 -1.66 -4.48  -0.248
34 H -4.90 0.59 1.62  0.304
35 H -4.30 1.01 -0.14  0.195
36 H -4.07 -0.68 0.55  0.292
37 H -1.87 0.78 0.54  -0.213
38 H -2.29 -0.15 2.07  0.304
39 H -2.63 4.08 1.91  0.310
40 H -3.06 3.04 0.42  0.264
41 H -0.33 4.16 1.34  0.418
42 H -0.20 2.38 0.91  -0.063
43 H -1.64 2.89 -1.29  0.015
44 H -1.63 4.68 -0.82  0.435
45 H 0.22 4.82 -2.32  0.377
46 H 1.27 4.19 -0.85  0.339
47 H 1.90 2.87 -2.93  0.362
48 H 0.09 2.46 -3.25  0.283
49 H 2.88 2.46 -0.45  0.250
50 H 5.08 0.82 3.74  0.345
51 H 4.68 -0.83 4.56  0.276
52 H 5.58 -2.60 2.88  0.349
53 H 3.94 -2.77 4.22  0.398
54 H 2.58 -3.72 3.38  0.297
55 H -0.41 -1.75 -0.26  0.124
56 H -0.58 -0.18 -3.43  0.557
57 H -1.50 1.22 -2.62  0.018
58 H -2.16 -3.32 -1.13  0.310
59 H -2.36 -5.48 -2.72  0.312
60 H -2.66 -5.20 -5.46  0.295
61 H -2.85 -2.70 -6.52  0.311
62 H -2.62 -0.56 -4.84  0.287

Computed properties:
frontier orbital gap = 0.27298 Ha
LUMO energy = -1.3 eV
spin multiplicity = 1
SMILES = CCOCCCCCc1cc2nc(COO)c(CC(=O)Br)nc2cc1COc1ccccc1
total charge = 0

---

C25H29CaFNO4S as an isolated structure in a non-equilibrium geometry. Source: the OMol25 dataset; level of theory: wB97M-V/def2-TZVPD.

Each line ends with the Mulliken charge.
Element x y z (Å)
1 Ca 0.53 -0.09 -0.16  1.778
2 C -1.43 -2.42 3.45  -1.470
3 C -0.68 -1.21 2.95  0.993
4 C -1.35 0.00 2.74  -0.391
5 C -0.67 1.15 2.35  -0.196
6 C 0.71 1.11 2.17  -0.484
7 C 1.39 -0.10 2.36  -0.830
8 C 0.69 -1.25 2.73  -0.273
9 H -2.02 -2.17 4.33  0.436
10 H -0.76 -3.23 3.70  0.359
11 H -2.14 -2.79 2.70  0.224
12 H -2.42 0.05 2.93  0.434
13 H -1.20 2.08 2.21  0.406
14 H 1.25 2.00 1.89  0.262
15 H 2.47 -0.13 2.25  0.361
16 H 1.24 -2.17 2.91  0.385
17 C 1.09 2.13 -7.00  -1.850
18 C 2.46 2.14 -6.37  0.575
19 C 3.45 1.31 -7.16  -0.911
20 C 4.83 1.38 -6.52  -0.962
21 C 4.75 0.90 -5.10  0.812
22 C 5.82 0.29 -4.49  -0.726
23 C 5.74 -0.11 -3.16  0.079
24 F 6.81 -0.71 -2.62  -0.346
25 C 4.62 0.08 -2.40  -1.060
26 C 3.51 0.69 -3.01  0.563
27 C 2.31 0.89 -2.21  1.717
28 O 2.34 0.57 -0.97  -1.459
29 C 1.18 1.41 -2.89  -0.096
30 C 1.33 1.77 -4.22  -0.470
31 N 2.43 1.64 -4.94  0.276
32 C 3.57 1.08 -4.35  -0.569
33 C -0.27 1.63 -2.39  0.273
34 O -1.11 1.97 -3.19  -0.742
35 O -0.48 1.39 -1.13  -0.825
36 H 1.20 2.34 -8.06  0.430
37 H 0.42 2.89 -6.59  0.528
38 H 0.61 1.15 -6.90  0.394
39 H 2.83 3.17 -6.33  0.124
40 H 3.48 1.68 -8.18  0.370
41 H 3.10 0.27 -7.20  0.333
42 H 5.17 2.42 -6.53  0.321
43 H 5.56 0.79 -7.07  0.456
44 H 6.74 0.11 -5.04  0.521
45 H 4.59 -0.21 -1.37  0.575
46 H 0.46 2.18 -4.71  0.711
47 C -3.17 -3.01 -3.54  -1.083
48 C -1.72 -2.89 -3.11  -0.484
49 S -1.49 -1.77 -1.75  0.510
50 O 0.05 -1.64 -1.58  -0.761
51 C -2.03 -2.83 -0.42  -0.326
52 C -1.09 -3.98 -0.08  -1.212
53 H -3.23 -3.67 -4.40  0.368
54 H -3.58 -2.04 -3.83  0.326
55 H -3.81 -3.42 -2.76  0.323
56 H -1.10 -2.45 -3.90  0.416
57 H -1.27 -3.85 -2.83  0.310
58 H -3.03 -3.18 -0.71  0.458
59 H -2.17 -2.16 0.43  0.072
60 H -1.13 -4.78 -0.81  0.391
61 H -1.38 -4.40 0.88  0.388
62 H -0.06 -3.65 -0.01  0.270

Computed properties:
frontier orbital gap = 0.31702 Ha
LUMO energy = -2.4 eV
spin multiplicity = 1
total charge = +1

---

Number 1: HOMO level -0.319 Ha. Number 2: HOMO level -0.405 Ha.